--- 1 ---
DFT (the ωB97M-V functional and the def2-TZVPD basis) results for CH3N5 in the gas phase.

Results
HOMO-LUMO gap ... 8.8 eV
Spin multiplicity ... 1

Last columns: bonded neighbours and bond lengths (Å).
CARTESIAN COORDINATES (ANGSTROEM)
1 H 0.633 2.372 -0.136  N2 0.951
2 N -0.249 2.054 0.022  H1 0.951, C3 1.319
3 C -0.313 0.736 -0.001  N2 1.319, N4 1.561, N7 1.204
4 N -1.625 -0.107 -0.069  C3 1.561, N5 1.338
5 N -1.308 -1.405 -0.138  N4 1.338, N6 1.379
6 N 0.061 -1.496 -0.274  N5 1.379, N7 1.450, H8 1.072
7 N 0.516 -0.126 -0.136  C3 1.204, N6 1.450, H9 1.259
8 H 0.553 -1.976 0.548  N6 1.072
9 H 1.730 -0.052 0.186  N7 1.259

***

--- 2 ---
DFT (the ωB97M-V functional and the def2-TZVPD basis) results for CH3N5 in the gas phase.

Results
HOMO-LUMO gap ... 9.5 eV
Spin multiplicity ... 1

Last columns: bonded neighbours and bond lengths (Å).
CARTESIAN COORDINATES (ANGSTROEM)
1 H 2.243 0.539 0.029  N2 1.108
2 N 1.990 -0.538 0.094  H1 1.108, C3 1.259
3 C 0.742 -0.428 -0.030  N2 1.259, N4 1.517, N7 1.444
4 N -0.252 -1.575 -0.060  C3 1.517, N5 1.213
5 N -1.354 -1.068 -0.070  N4 1.213, N6 1.342
6 N -1.319 0.269 0.036  N5 1.342, N7 1.304, H8 1.059
7 N -0.105 0.741 -0.016  C3 1.444, N6 1.304, H9 1.138
8 H -2.051 0.480 0.773  N6 1.059
9 H 0.107 1.580 -0.756  N7 1.138

***

The least stable of them is 1.